{"formula": "C59H57AlBrI2O8S", "method": "ωB97M-V/def2-TZVPD", "lumo_ev": 0.6, "charge": -1, "e_tot_ev": -182170.6776, "mol_weight_g_mol": 1286.86, "species": ["C", "C", "C", "C", "C", "C", "C", "C", "C", "C", "C", "C", "C", "Al", "Br", "C", "I", "C", "C", "I", "S", "C", "O", "O", "H", "H", "H", "H", "H", "H", "H", "H", "H", "H", "H", "H", "H", "H", "H", "H", "H", "H", "H", "H", "H", "H", "H", "H", "H", "H", "H", "H", "H", "H", "H", "H", "H", "C", "C", "C", "C", "C", "C", "C", "O", "C", "C", "C", "C", "C", "C", "C", "O", "H", "H", "H", "H", "H", "H", "H", "H", "C", "C", "C", "C", "C", "C", "C", "O", "C", "C", "C", "C", "C", "C", "C", "O", "H", "H", "H", "H", "H", "H", "H", "H", "C", "C", "C", "C", "C", "C", "C", "O", "C", "C", "C", "C", "C", "C", "C", "O", "H", "H", "H", "H", "H", "H", "H", "H"], "positions_angstrom": [[6.131438, 1.487181, 0.210120], [4.917554, 1.585457, -0.713951], [4.974355, 0.849817, -2.057303], [6.284282, 0.930731, -2.853788], [7.413388, -0.026910, -2.450335], [7.002057, -1.511487, -2.393825], [7.092649, -2.160030, -0.998251], [5.920762, -3.091588, -0.678350], [4.630063, -2.332943, -0.315158], [3.677727, -3.118954, 0.608609], [2.292404, -3.348797, 0.002357], [1.422411, -2.079398, -0.101232], [1.201629, -1.565276, -1.540436], [-0.139334, -0.121085, -1.677988], [-1.441673, 0.016291, 0.307969], [0.696070, 1.663643, -2.148521], [0.863249, 1.999133, -4.236874], [1.126524, 2.605681, -1.283872], [1.121103, 2.436939, 0.223595], [1.867467, 4.532612, -1.806385], [-1.753751, -0.613350, -3.315796], [-2.773639, 0.847538, -3.447436], [-2.627887, -1.649651, -2.754428], [-1.216095, -0.888529, -4.652330], [5.969289, 2.137119, 1.074961], [6.265800, 0.478306, 0.609772], [7.052560, 1.820303, -0.268356], [4.065400, 1.173949, -0.161742], [4.696074, 2.643480, -0.875963], [4.196865, 1.303157, -2.682285], [4.686417, -0.197381, -1.945051], [6.645772, 1.965649, -2.879449], [6.041728, 0.682380, -3.894753], [7.861554, 0.253836, -1.494770], [8.212725, 0.084229, -3.190355], [7.675609, -2.068877, -3.051616], [5.998666, -1.658865, -2.799930], [7.152706, -1.384429, -0.230071], [8.012886, -2.746768, -0.924745], [6.203988, -3.774147, 0.126600], [5.713132, -3.682036, -1.578136], [4.889054, -1.360454, 0.109766], [4.085460, -2.166472, -1.250091], [3.583397, -2.640448, 1.586693], [4.115254, -4.108244, 0.781778], [2.417530, -3.793132, -0.991124], [1.777330, -4.070823, 0.643908], [1.872265, -1.289585, 0.514937], [0.441537, -2.285589, 0.334197], [0.881960, -2.428414, -2.135456], [2.156574, -1.231039, -1.961907], [1.255866, 1.381693, 0.471721], [1.942909, 2.988046, 0.677933], [0.172913, 2.776037, 0.643973], [-3.396642, 0.902112, -2.555578], [-3.396609, 0.777558, -4.335642], [-2.128331, 1.726698, -3.495778], [-4.101738, -2.870244, 8.965713], [-5.179246, -2.080136, 9.351928], [-5.626529, -1.061982, 8.527232], [-4.992436, -0.820841, 7.314970], [-3.899492, -1.602843, 6.936832], [-3.463686, -2.632786, 7.760595], [-3.183413, -1.344393, 5.654343], [-2.253974, -2.037690, 5.295016], [-3.643735, -0.204353, 4.823854], [-2.924679, 0.111868, 3.682967], [-3.313719, 1.168687, 2.881779], [-4.450154, 1.901312, 3.207104], [-5.172797, 1.597027, 4.352102], [-4.762933, 0.554532, 5.176472], [-5.507152, 0.273298, 6.432121], [-6.489509, 0.911315, 6.750259], [-3.758990, -3.670351, 9.608511], [-5.671577, -2.261952, 10.298228], [-6.467083, -0.444899, 8.812216], [-2.622824, -3.236181, 7.447963], [-2.048261, -0.467069, 3.427430], [-2.692543, 1.389071, 2.021714], [-4.761266, 2.723374, 2.576181], [-6.047225, 2.171125, 4.625099], [-3.280323, -0.987209, -7.680868], [-3.600264, -1.596239, -8.889293], [-4.711201, -1.184372, -9.607667], [-5.517715, -0.165070, -9.116412], [-5.208037, 0.436104, -7.891805], [-4.085434, 0.024698, -7.186953], [-6.072327, 1.503118, -7.317714], [-5.808771, 2.035908, -6.261746], [-7.290518, 1.898671, -8.087869], [-8.142473, 2.857135, -7.553613], [-9.270164, 3.247303, -8.254882], [-9.548905, 2.686675, -9.497069], [-8.705196, 1.728697, -10.031903], [-7.577209, 1.326085, -9.327252], [-6.696103, 0.270974, -9.911802], [-6.944311, -0.210171, -10.998603], [-2.411113, -1.296506, -7.113195], [-2.978145, -2.394659, -9.271568], [-4.965032, -1.647603, -10.550881], [-3.836669, 0.497379, -6.250737], [-7.911035, 3.286620, -6.588942], [-9.934692, 3.990957, -7.835074], [-10.428189, 2.997144, -10.046141], [-8.910962, 1.281763, -10.994416], [5.451142, 2.991569, 6.884623], [5.120245, 3.583227, 5.669937], [4.180042, 2.993393, 4.842936], [3.571843, 1.803658, 5.222917], [3.915806, 1.200980, 6.433083], [4.851348, 1.803655, 7.265323], [3.305554, -0.097493, 6.848230], [3.604665, -0.611911, 7.906805], [2.332472, -0.733183, 5.920792], [1.786529, -1.967716, 6.256461], [0.870529, -2.571533, 5.413543], [0.486609, -1.944077, 4.233725], [1.030868, -0.719240, 3.889046], [1.958348, -0.111057, 4.726510], [2.548269, 1.194422, 4.320932], [2.219011, 1.749674, 3.295491], [6.181500, 3.458095, 7.532653], [5.597036, 4.506981, 5.369734], [3.908964, 3.443971, 3.898319], [5.101823, 1.330349, 8.204354], [2.088634, -2.443180, 7.179193], [0.445572, -3.531216, 5.674208], [-0.234808, -2.410033, 3.578771], [0.743354, -0.227497, 2.968358]], "atomic_forces_ev_per_a": [[-0.166, 0.128, 0.195], [0.003, -0.279, 0.270], [0.101, 0.296, -0.245], [-0.147, -0.125, -0.137], [0.079, 0.012, -0.038], [0.348, -0.097, 0.038], [-0.122, -0.192, -0.017], [-0.065, 0.369, -0.110], [-0.132, -0.322, -0.139], [0.142, -0.331, -0.320], [0.002, 0.230, 0.414], [-0.002, 0.038, -0.288], [-0.060, -0.201, 0.323], [0.597, 0.099, 0.078], [0.134, -0.066, -0.373], [0.262, 0.973, 0.651], [0.064, -0.037, 0.174], [-0.359, -0.789, -0.410], [0.138, -0.216, -0.359], [-0.010, -0.098, -0.087], [-0.246, -0.315, 0.191], [-0.065, 0.280, 0.168], [0.027, -0.009, -0.064], [-0.033, 0.140, -0.118], [0.021, -0.017, -0.009], [0.119, 0.024, -0.173], [0.014, -0.069, -0.019], [-0.112, 0.181, -0.043], [0.010, -0.010, -0.122], [-0.050, -0.140, 0.036], [0.053, 0.078, 0.097], [0.042, -0.056, 0.093], [-0.034, 0.075, 0.044], [-0.079, 0.021, -0.010], [-0.024, 0.072, 0.042], [-0.166, -0.044, -0.065], [-0.022, 0.125, 0.002], [-0.002, -0.037, 0.019], [0.088, 0.150, -0.018], [-0.044, 0.001, 0.017], [0.095, -0.285, 0.204], [-0.094, -0.001, -0.006], [0.081, 0.338, 0.130], [-0.008, 0.036, 0.001], [0.056, 0.038, 0.146], [-0.096, -0.076, 0.080], [-0.015, -0.117, -0.168], [-0.072, 0.002, 0.022], [0.067, 0.028, 0.079], [-0.033, 0.088, -0.151], [-0.058, 0.039, -0.090], [-0.121, 0.074, 0.067], [-0.082, -0.001, 0.027], [0.071, 0.034, 0.066], [0.029, -0.055, 0.003], [0.013, -0.047, 0.006], [-0.043, -0.043, -0.149], [-0.014, 0.017, -0.004], [0.014, -0.001, -0.025], [-0.010, -0.057, 0.080], [0.037, 0.002, -0.078], [-0.026, 0.026, -0.022], [-0.001, -0.037, 0.097], [0.051, -0.031, -0.121], [-0.135, -0.129, 0.216], [-0.029, 0.061, 0.103], [0.085, -0.009, -0.057], [0.094, 0.063, 0.049], [0.050, -0.001, 0.063], [0.069, 0.034, -0.082], [-0.029, -0.043, -0.004], [-0.014, 0.049, 0.021], [-0.003, -0.006, -0.003], [0.003, -0.005, 0.010], [-0.007, -0.008, 0.007], [-0.015, 0.033, -0.054], [0.024, 0.033, -0.055], [-0.010, -0.046, 0.003], [-0.327, 0.184, 0.034], [-0.015, 0.001, -0.011], [-0.019, -0.022, 0.047], [0.062, -0.065, -0.010], [-0.024, 0.040, 0.011], [0.084, -0.046, 0.016], [-0.047, 0.037, 0.020], [-0.045, -0.023, -0.056], [0.095, -0.038, -0.006], [0.037, 0.011, 0.032], [-0.004, 0.006, 0.009], [0.018, -0.047, -0.037], [-0.086, 0.065, -0.009], [0.012, -0.015, -0.020], [0.019, -0.003, 0.017], [-0.088, 0.058, -0.002], [0.041, -0.011, 0.042], [0.015, -0.029, -0.036], [-0.010, -0.005, -0.004], [-0.015, 0.012, 0.053], [0.012, -0.005, -0.006], [-0.046, 0.037, -0.024], [-0.063, 0.056, 0.011], [0.064, -0.024, 0.013], [-0.007, 0.011, 0.000], [-0.011, 0.004, -0.002], [0.045, -0.048, -0.005], [-0.016, -0.008, -0.019], [-0.005, -0.018, 0.016], [0.061, 0.080, 0.012], [-0.013, -0.050, 0.028], [-0.037, -0.022, -0.042], [0.066, 0.071, 0.010], [0.006, -0.016, 0.048], [-0.001, -0.003, -0.001], [0.015, 0.038, -0.021], [-0.048, -0.051, -0.019], [0.023, 0.038, -0.014], [0.107, 0.005, -0.082], [-0.042, -0.040, -0.070], [0.037, 0.015, 0.041], [-0.003, 0.005, -0.023], [0.000, -0.001, -0.020], [0.010, 0.006, 0.003], [0.002, 0.013, 0.001], [-0.052, -0.033, -0.025], [-0.028, -0.058, -0.004], [0.037, 0.047, 0.031], [-0.029, -0.002, 0.008], [-0.033, -0.025, 0.001], [0.018, 0.030, -0.034]]}